Entry 1:
C5H9N3 | wB97M-V/def2-TZVPD

CARTESIAN COORDINATES (ANGSTROEM)
C -3.26231 0.40579 -0.08060
C -2.00261 0.59590 -0.43396
C 0.55998 -0.51490 0.32376
C -0.90299 0.80173 0.53726
C 3.00333 0.16389 -0.35228
N -0.09762 1.88009 0.26343
N 1.11135 1.82434 0.12668
N 1.54376 0.44423 -0.01200
H -3.96748 0.37859 -0.92310
H -3.68861 0.48784 0.94816
H -1.71448 0.46505 -1.43718
H 0.64586 -0.96189 1.31923
H 0.40669 -1.14212 -0.45510
H -1.12540 0.70744 1.61321
H 2.93789 0.03019 -1.45022
H 3.55450 1.00872 -0.14624
H 3.33778 -0.78543 0.15286

Output
LUMO energy: 1.0 eV
Frontier orbital gap: 9.42 eV
Charge: 0
E_HOMO: -8.44 eV
Spin multiplicity: 1
Energy relative to the best compared isomer or geometry (same formula, charge and spin): 456.6 kJ/mol



Entry 2:
H60O30 | wB97M-V/def2-TZVPD

CARTESIAN COORDINATES (ANGSTROEM)
O 3.50717 24.78837 8.88510
H 2.62029 24.81281 9.24439
H 3.81150 23.89737 9.05758
O -3.38965 20.09666 4.49119
H -2.96068 19.68773 5.24284
H -2.76871 19.98629 3.77113
O -1.85521 24.26214 4.97516
H -1.19299 23.57099 4.97089
H -2.37064 24.10554 4.18393
O 4.49757 23.12105 3.59695
H 4.52055 23.80802 4.26311
H 3.70938 22.61696 3.79913
O -5.74115 20.63891 5.60409
H -5.63676 21.45286 6.09686
H -4.85270 20.40583 5.33470
O 1.06004 26.74952 4.69114
H 0.97956 26.45352 5.59786
H 0.68089 26.03996 4.17250
O 0.11099 24.84794 2.57743
H -0.62482 24.31335 2.27906
H 0.35057 25.37379 1.81433
O 3.79424 20.56756 5.91660
H 4.41779 19.90452 5.62030
H 3.12031 20.58389 5.23705
O 2.54553 17.17842 8.50823
H 3.44256 17.07246 8.19145
H 2.03944 17.39936 7.72639
O 1.53892 17.33974 5.88947
H 1.51587 16.68880 5.18805
H 1.10323 18.10729 5.51897
O 1.47048 19.90211 7.52374
H 1.76152 19.23428 8.14466
H 2.26846 20.37593 7.28936
O -5.49194 22.74717 7.44145
H -5.62716 22.28387 8.26808
H -5.96035 23.57475 7.55077
O -0.63740 24.45640 8.08635
H -1.20785 23.85669 7.60555
H -0.49136 24.02541 8.92846
O -0.36884 22.01199 6.26774
H 0.23462 21.36385 6.63104
H -1.23618 21.71015 6.53764
O -5.15094 21.28093 9.80071
H -4.50615 20.61737 10.04603
H -5.94023 21.03932 10.28536
O -3.75787 24.99037 9.02426
H -3.22727 25.21688 9.78806
H -3.45864 24.11600 8.77495
O 1.29450 26.06692 7.31482
H 2.08719 25.60089 7.58075
H 0.57636 25.51367 7.62210
O -2.11638 23.50095 2.01192
H -2.94603 23.26716 2.42816
H -2.08330 22.96064 1.22250
O -4.24627 26.16856 5.18568
H -3.58451 25.78061 5.75823
H -3.86069 26.99678 4.90001
O -4.28219 23.42111 3.46767
H -4.74085 22.84343 4.07771
H -4.50080 24.30479 3.76356
O -1.48876 19.40365 6.79646
H -0.89420 19.76127 7.45588
H -1.44487 18.45580 6.92257
O 1.80249 22.26393 4.27127
H 1.02920 21.91481 4.71439
H 1.45158 22.86436 3.61355
O 4.98936 21.70878 7.93567
H 4.68631 21.31873 7.11576
H 4.43309 21.31596 8.60833
O 3.40565 20.43362 9.75068
H 2.63666 20.62455 10.28775
H 3.67344 19.55464 10.01888
O -2.08650 26.88346 7.62540
H -2.82960 26.56250 8.13632
H -1.42379 26.19784 7.70895
O -2.24845 20.52176 10.86547
H -1.78142 19.93351 11.45883
H -2.91236 20.93894 11.41449
O 1.34101 23.23911 9.87540
H 0.68174 23.35443 10.55972
H 1.19241 22.35277 9.54591
O -0.97481 17.83974 4.14167
H -0.35470 17.13783 3.94412
H -1.81694 17.39541 4.23976
O -4.81111 17.92907 7.31085
H -4.92622 18.87293 7.42087
H -5.11724 17.55220 8.13576
O -2.96910 22.45712 8.50880
H -3.87674 22.37116 8.21722
H -2.83125 21.70792 9.08839

Output
LUMO energy: -1.2 eV
Frontier orbital gap: 7.52 eV
Charge: 0
E_HOMO: -8.76 eV
Spin multiplicity: 1
Energy relative to the best compared isomer or geometry (same formula, charge and spin): 404.1 kJ/mol



Entry 3:
C6H13NO | wB97M-V/def2-TZVPD

CARTESIAN COORDINATES (ANGSTROEM)
O -0.18949 -2.96833 -1.45846
C -0.46215 -1.78994 -1.11216
C -0.13075 -1.20899 0.27239
C 0.43969 0.34977 0.08294
C 1.63732 0.58551 0.99792
C -0.76397 1.27517 0.37330
C -1.29696 1.83627 -1.00852
N 0.90136 -2.00045 0.94227
H -1.09045 -1.01387 -1.62127
H -1.08185 -1.18877 0.79762
H 0.65897 0.41557 -0.97321
H 1.30991 0.58983 2.03923
H 2.00340 1.58086 0.66711
H 2.41412 -0.15065 0.80600
H -1.67476 0.77072 0.72962
H -0.51779 2.16325 0.98392
H -0.99925 1.11065 -1.75085
H -0.94914 2.80862 -1.37034
H -2.41082 1.80195 -1.05005
H 1.72422 -2.11491 0.37210
H 0.47839 -2.85227 1.28045

Output
LUMO energy (spin up / spin down): 3.9 / 3.9 eV
Frontier orbital gap (spin up / spin down): 3.34 / 7.09 eV
Charge: -1
E_HOMO (spin up / spin down): 0.60 / -3.20 eV
Spin multiplicity: 2
Energy relative to the best compared isomer or geometry (same formula, charge and spin): 133.3 kJ/mol



Entry 4:
C64H78Br2CaGeN2OPSi | wB97M-V/def2-TZVPD

CARTESIAN COORDINATES (ANGSTROEM)
Ca 0.19000 -1.20096 0.33437
C 1.63895 -1.07311 2.54256
Si 1.65822 0.46626 3.56040
C -0.15123 0.78731 4.03916
N -0.98983 0.50162 2.86785
C -2.25833 -0.16349 3.11432
C -3.32014 0.74776 3.77437
C -3.01029 2.22271 3.49073
C -2.47679 2.36902 2.06688
C -1.13518 1.61784 1.93208
C 2.49302 1.86190 2.59984
C 3.30148 1.56781 1.49974
C 4.09797 2.54108 0.91325
C 4.10074 3.83328 1.41847
C 3.28385 4.15160 2.49635
C 2.49513 3.17341 3.08113
C 2.64403 0.32485 5.17760
C 3.86315 0.97420 5.38028
C 4.53761 0.87060 6.58806
C 4.01030 0.10386 7.61719
C 2.81108 -0.56792 7.42895
C 2.14170 -0.45985 6.22023
H 0.98579 -1.87084 2.90388
H 2.61154 -1.45307 2.22200
H -0.28999 1.80072 4.44151
H -0.41033 0.09913 4.84854
H -2.07978 -1.05388 3.71618
H -2.62354 -0.51567 2.14408
H -3.36442 0.57887 4.85199
H -4.30339 0.49505 3.36944
H -2.25746 2.58668 4.19212
H -3.90248 2.83460 3.63064
H -2.34218 3.42067 1.80588
H -3.21720 1.95134 1.37700
H -0.30297 2.30718 2.08998
H -1.03984 1.21970 0.91103
H 3.33044 0.55721 1.10132
H 4.73220 2.28917 0.07166
H 4.74018 4.58823 0.97897
H 3.27938 5.16135 2.88810
H 1.88499 3.43360 3.94127
H 4.29228 1.57077 4.58488
H 5.47923 1.38754 6.72449
H 4.53471 0.02741 8.56117
H 2.39935 -1.17719 8.22382
H 1.21034 -1.00021 6.08481
C -0.96954 -1.83402 -3.46086
C -1.58272 -2.84130 -2.53779
C -2.34471 -3.90666 -3.06272
C -2.86885 -4.84768 -2.22625
C -2.66644 -4.74599 -0.83345
C -3.16181 -5.66139 0.11890
Br -4.19181 -7.16491 -0.43561
C -2.91689 -5.49034 1.45352
C -2.18194 -4.38635 1.88139
Br -1.82773 -4.16131 3.73558
C -1.69021 -3.40009 1.02437
O -1.07561 -2.34453 1.43741
C -1.91678 -3.62906 -0.38270
N -1.38630 -2.71228 -1.23989
H -1.44133 -1.87139 -4.44285
H 0.09383 -2.04229 -3.58575
H -1.06428 -0.83587 -3.03683
H -2.49869 -3.97148 -4.13127
H -3.44441 -5.67645 -2.61564
H -3.29668 -6.19872 2.17589
C 2.77050 0.26140 -2.35745
Ge 2.40902 -1.38071 -1.26380
C 2.40735 -2.85827 -2.62941
C 1.71496 -4.04687 -2.39481
C 1.62876 -5.04079 -3.35906
C 2.23992 -4.86112 -4.59187
C 2.95146 -3.69619 -4.84110
C 3.03396 -2.71009 -3.86600
C 4.12190 -1.68486 -0.27660
C 5.15097 -0.78152 -0.39422
C 6.34937 -0.91252 0.33779
C 6.51905 -1.96173 1.19352
C 5.49148 -2.91950 1.36078
C 5.64225 -4.01100 2.24970
C 4.63904 -4.92137 2.42347
C 3.42861 -4.77660 1.71731
C 3.26079 -3.73639 0.84703
C 4.28017 -2.77711 0.62879
H 3.62822 0.17207 -3.02764
H 2.93027 1.11981 -1.70011
H 1.88380 0.46753 -2.96255
H 1.20928 -4.19492 -1.44579
H 1.07726 -5.95124 -3.15472
H 2.16085 -5.62613 -5.35461
H 3.44186 -3.55514 -5.79697
H 3.59130 -1.80459 -4.07987
H 5.04711 0.05988 -1.07193
H 7.13421 -0.17503 0.21674
H 7.43662 -2.07641 1.75909
H 6.57423 -4.11030 2.79466
H 4.76379 -5.75375 3.10430
H 2.63216 -5.49520 1.86640
H 2.32707 -3.63815 0.30642
C -2.28893 2.12132 -6.22870
C -2.64326 0.76121 -5.63389
C -3.06477 0.90478 -4.16563
C -2.17325 1.90698 -3.39422
C -0.84255 2.10046 -4.13293
C -1.06441 2.72890 -5.51298
P -1.76397 1.38895 -1.64400
C -3.40724 1.21714 -0.75752
C -3.90208 -0.23534 -0.85002
C -5.20389 -0.40428 -0.07105
C -6.32565 0.48312 -0.65418
C -5.79027 1.56623 -1.59789
C -4.52494 2.23928 -1.06314
C -1.12678 2.99444 -0.87491
C 0.40179 2.89259 -0.70805
C 0.97218 3.99537 0.20699
C 0.04864 5.21811 0.26228
C -0.54399 5.46225 -1.12114
C -1.51283 4.33438 -1.52366
H -3.15265 2.78428 -6.12411
H -2.09096 2.02423 -7.29700
H -1.78023 0.09544 -5.71826
H -3.45923 0.30308 -6.19636
H -3.04543 -0.08180 -3.70181
H -4.09681 1.25933 -4.13776
H -2.69395 2.86596 -3.35538
H -0.35650 1.12692 -4.24044
H -0.16176 2.72757 -3.55509
H -0.16335 2.58280 -6.11235
H -1.20184 3.80779 -5.40516
H -3.10063 1.34764 0.28639
H -3.13255 -0.89430 -0.44591
H -4.06866 -0.53363 -1.88809
H -5.02296 -0.14807 0.97737
H -5.50523 -1.45322 -0.09464
H -6.88515 0.95329 0.15752
H -7.03425 -0.13275 -1.21143
H -6.56367 2.32076 -1.75599
H -5.57208 1.12546 -2.57255
H -4.78074 2.78409 -0.14932
H -4.18556 2.98411 -1.78672
H -1.55787 2.97850 0.12972
H 0.86943 2.95493 -1.69363
H 0.66437 1.90922 -0.30510
H 1.94990 4.29902 -0.17337
H 1.13687 3.60554 1.21208
H 0.61051 6.09278 0.59460
H -0.75841 5.05417 0.98355
H 0.27928 5.50911 -1.84093
H -1.05681 6.42490 -1.16375
H -1.51296 4.26644 -2.61190
H -2.53102 4.59128 -1.22097

Output
LUMO energy (spin up / spin down): 0.1 / -1.6 eV
Frontier orbital gap (spin up / spin down): 7.21 / 5.36 eV
Charge: 0
E_HOMO (spin up / spin down): -7.07 / -7.01 eV
Spin multiplicity: 2
Energy relative to the best compared isomer or geometry (same formula, charge and spin): 183.8 kJ/mol



Entry 5:
C5H11NO | wB97M-V/def2-TZVPD

CARTESIAN COORDINATES (ANGSTROEM)
C 1.49041 -1.07801 -1.26227
C 1.21488 0.21523 -0.98644
C -0.15393 0.89021 -0.95044
N -1.09073 0.43019 0.11879
C -1.42178 -0.93820 -0.08514
C -1.49831 -2.07528 0.74272
H 1.86103 -1.66368 -0.45450
H 1.23983 -1.68832 -2.08003
H 1.91007 0.76269 -0.28221
H -0.05374 1.93527 -0.66104
H -0.72431 0.95442 -1.87439
H -1.91172 1.03274 0.20635
H -1.79954 -0.99545 -1.12268
H -1.71740 -1.97088 1.79508
H -1.29647 -3.04157 0.19698
O 1.05658 2.70083 2.26535
H 1.98722 2.79151 2.27197
H 0.90792 1.73829 2.16189

Output
LUMO energy: 0.6 eV
Frontier orbital gap: 9.28 eV
Charge: 0
E_HOMO: -8.68 eV
SMILES string: C=CCNC=C.O
Spin multiplicity: 1
Energy relative to the best compared isomer or geometry (same formula, charge and spin): 500.3 kJ/mol



Entry 6:
C9H23BrNO3S | wB97M-V/def2-TZVPD

CARTESIAN COORDINATES (ANGSTROEM)
N 0.48688 -1.26962 3.47271
C -0.66039 -0.38381 3.39359
C -2.03047 -1.08578 3.35958
C -3.12330 -0.04625 3.21914
S -4.83061 -0.63441 3.39700
Br -5.00458 -2.30212 2.06176
H 0.35646 -1.94068 4.22557
H 0.54754 -1.82313 2.62129
H -0.62870 0.31065 4.23761
H -0.56662 0.21953 2.48636
H -2.17275 -1.67347 4.27233
H -2.06032 -1.77300 2.51070
H -3.12352 0.46114 2.25162
H -3.07705 0.71979 4.00316
H -4.65024 -1.33328 4.53828
C -1.73457 -0.44929 -0.63875
O -0.51002 0.10057 -1.02777
C 0.59077 -0.56379 -0.43072
C 1.89821 -0.12965 -1.05432
O 2.15473 -0.76849 -2.28891
C 1.64020 -0.11845 -3.44514
C 2.54197 0.97442 -3.97100
O 2.41311 2.13618 -3.17606
C 3.32084 3.14453 -3.56450
H -1.86582 -0.39307 0.45692
H -2.52728 0.12332 -1.11735
H -1.82156 -1.50242 -0.93376
H 0.47936 -1.65015 -0.55295
H 0.60854 -0.33597 0.64726
H 2.70154 -0.43634 -0.38124
H 1.92118 0.95801 -1.15340
H 0.64233 0.28571 -3.25573
H 1.56430 -0.89527 -4.20698
H 2.26816 1.19632 -5.01202
H 3.58156 0.62134 -3.96242
H 4.35812 2.81225 -3.44728
H 3.14606 4.00725 -2.92561
H 3.16595 3.43745 -4.60899

Output
LUMO energy: -5.7 eV
Frontier orbital gap: 5.64 eV
Charge: +1
E_HOMO: -11.33 eV
Spin multiplicity: 1



Entry 7:
C36H34N2O8S | wB97M-V/def2-TZVPD

CARTESIAN COORDINATES (ANGSTROEM)
C -6.36686 0.06293 0.93306
C -5.77809 0.00266 -0.55487
N -5.31531 -1.34799 -0.99309
O -4.55229 -1.98690 -0.04615
S -3.05395 -1.16825 0.04918
O -3.06849 -0.54679 1.43427
O -1.78185 -2.26357 -0.10448
C -0.51082 -1.54639 -0.02949
C -0.21509 -0.59071 -1.27703
C 0.91674 0.47952 -0.89956
C 0.36054 1.86119 -0.28907
N 0.88500 2.19511 1.06578
C 0.13948 1.54915 2.13970
C 0.95491 0.54299 3.10823
O -1.08205 1.71664 2.36186
H -6.20235 -0.87345 1.55205
H -5.85993 0.94436 1.46678
H -7.50168 0.22847 0.89559
H -5.00600 0.83543 -0.66437
H -6.64096 0.28718 -1.26311
H -4.66766 -1.22419 -1.80076
H -0.44785 -1.00007 0.98091
H 0.30169 -2.36020 -0.04641
H -1.11927 -0.03087 -1.67927
H 0.16513 -1.24672 -2.13775
H 1.66828 -0.02775 -0.21045
H 1.46274 0.72783 -1.88061
H 0.73653 2.69583 -0.98879
H -0.78400 1.92337 -0.35396
H 1.88574 1.97541 1.16331
H 0.43119 -0.46184 3.20623
H 2.02047 0.41443 2.70129
H 1.07106 0.98389 4.16203
C -2.58658 -2.37087 -4.35049
C -3.95796 -2.53910 -4.16764
C -4.85828 -1.84236 -4.96561
C -4.38995 -0.96430 -5.94268
C -3.01771 -0.77732 -6.10970
C -2.11669 -1.49141 -5.31922
C -2.50716 0.18884 -7.11001
O -1.30851 0.34979 -7.25878
C -3.47653 0.96173 -7.91949
C -3.01266 1.91659 -8.82484
C -3.91494 2.63771 -9.59869
C -5.28259 2.40178 -9.47831
C -5.74920 1.45543 -8.57368
C -4.84731 0.74014 -7.78529
C -5.35662 -0.24008 -6.79954
O -6.55290 -0.44421 -6.69032
H -1.88425 -2.92193 -3.73338
H -4.32468 -3.21644 -3.40281
H -5.92476 -1.98167 -4.82168
H -1.04821 -1.35997 -5.45448
H -1.94857 2.10307 -8.92589
H -3.55220 3.38342 -10.29836
H -5.98571 2.95984 -10.08771
H -6.81574 1.27938 -8.48081
C 8.20856 -2.60553 4.34493
C 9.13090 -2.35407 5.35812
C 8.80881 -1.48346 6.39268
C 7.56583 -0.85129 6.41092
C 6.65151 -1.08448 5.38324
C 6.97137 -1.97237 4.35565
C 5.34757 -0.38218 5.36408
O 4.54654 -0.58811 4.46841
C 5.03607 0.58035 6.44515
C 3.83670 1.29221 6.41028
C 3.52946 2.18838 7.42780
C 4.41406 2.37025 8.48838
C 5.61253 1.66724 8.52421
C 5.93037 0.77778 7.49734
C 7.22527 0.06062 7.52682
O 8.00178 0.22215 8.45191
H 8.45736 -3.29229 3.54266
H 10.10118 -2.83919 5.34213
H 9.52916 -1.29541 7.18191
H 6.25918 -2.16794 3.56101
H 3.14182 1.15292 5.58875
H 2.59843 2.74466 7.39581
H 4.17045 3.06442 9.28582
H 6.29980 1.81658 9.35032

Output
LUMO energy: -1.1 eV
Frontier orbital gap: 8.16 eV
Charge: 0
E_HOMO: -9.31 eV
Spin multiplicity: 1
Energy relative to the best compared isomer or geometry (same formula, charge and spin): 0.0 kJ/mol



Entry 8:
C4H6N2O | wB97M-V/def2-TZVPD

CARTESIAN COORDINATES (ANGSTROEM)
H -1.27350 1.70446 0.54797
N -0.41378 1.27960 0.87002
C -0.48788 0.07355 1.21413
C -1.65368 -0.80488 1.14555
N -2.59793 -1.47319 1.10534
O 0.70289 -0.57041 1.27793
C 0.94889 -0.84016 -0.09025
C 0.66117 0.66781 -1.13616
H 1.94362 -1.35302 -0.09575
H 0.20080 -1.55800 -0.46472
H 0.04074 1.62546 -1.13986
H 1.65790 1.07206 -1.21853
H 0.27076 0.17673 -2.01567

Output
LUMO energy: 0.1 eV
Frontier orbital gap: 10.17 eV
Charge: 0
E_HOMO: -10.07 eV
SMILES string: [H]/N=C(\C#N)OCC
Spin multiplicity: 1
Energy relative to the best compared isomer or geometry (same formula, charge and spin): 450.0 kJ/mol



Entry 9:
C5H9BrNO | wB97M-V/def2-TZVPD

CARTESIAN COORDINATES (ANGSTROEM)
C -0.43381 -0.23921 0.64615
C 0.42439 0.45638 -0.30875
C -0.54966 -1.42506 -1.14196
C 0.16408 -1.04938 1.72856
C 0.40820 2.02482 -0.13682
N -0.10860 -0.20291 -1.52515
O -0.57539 0.40848 -2.46611
Br -1.98322 -2.11658 -1.88328
H -1.48385 0.14170 0.68336
H 1.48887 0.17974 -0.25507
H 0.22369 -2.16128 -0.91997
H 1.10094 -1.33775 1.19522
H -0.29649 -1.85038 2.23224
H 0.21562 -0.38391 2.54990
H 0.97297 2.60887 -0.96981
H 0.95848 2.46410 0.67191
H -0.52623 2.48236 -0.10041

Output
LUMO energy (spin up / spin down): -6.0 / -6.0 eV
Frontier orbital gap (spin up / spin down): 8.02 / 8.02 eV
Charge: +1
E_HOMO (spin up / spin down): -14.05 / -14.05 eV
Spin multiplicity: 1
Energy relative to the best compared isomer or geometry (same formula, charge and spin): 470.3 kJ/mol



| no. | E_tot (eV) |
| --- | --- |
| 1 | -9796.7342 |
| 2 | -62401.0809 |
| 3 | -9968.1473 |
| 4 | -304869.7062 |
| 5 | -8896.5118 |
| 6 | -98206.7875 |
| 7 | -68075.2749 |
| 8 | -9268.8376 |
| 9 | -78898.5373 |